# 1
{
  "formula": "C15H25NO6S",
  "method": "wB97M-V/def2-TZVPD",
  "symbols": ["C", "C", "C", "H", "H", "O", "C", "O", "C", "H", "H", "S", "C", "H", "H", "C", "N", "C", "O", "O", "C", "C", "H", "H", "H", "C", "H", "H", "H", "C", "H", "H", "H", "H", "C", "O", "O", "C", "C", "H", "H", "H", "H", "H", "H", "H", "H", "H"],
  "xyz": [[2.5659, 2.9310, -5.5917], [1.9510, 1.7245, -5.3656], [2.1870, 0.7643, -4.2383], [2.7754, 1.4572, -3.4784], [2.7795, 0.2186, -4.5501], [1.1770, 0.4054, -3.7747], [0.5387, 1.2272, -3.0653], [0.4179, 2.3652, -2.9682], [-0.9671, 0.5053, -2.5598], [-1.0572, 0.8727, -1.4187], [-1.7792, 0.5926, -3.2276], [-0.9712, -1.3479, -2.6420], [0.5922, -1.5960, -1.5348], [0.6419, -2.9685, -1.6250], [1.3899, -1.3651, -2.2362], [0.8962, -1.2228, -0.2253], [-0.3806, -1.3127, 0.6633], [-0.3342, -1.6246, 1.8922], [0.4590, -1.9702, 2.5276], [-1.5819, -1.7090, 2.3336], [-2.0040, -1.8426, 3.7088], [-1.0881, -0.9481, 4.5130], [-0.1429, -1.0518, 4.4774], [-1.3852, 0.0606, 4.2835], [-1.7737, -1.0526, 5.5466], [-3.5014, -1.8289, 3.9516], [-3.7366, -0.6333, 3.7028], [-4.0290, -2.6395, 3.1895], [-3.6212, -1.9529, 4.8881], [-1.4148, -3.3193, 4.1869], [-0.4786, -3.4688, 3.9654], [-1.8449, -3.4484, 5.1172], [-1.9557, -4.0922, 3.4827], [-1.3204, -1.0810, 0.1434], [1.2767, 0.2947, -0.2145], [2.0998, 0.4028, -0.9945], [0.4475, 1.0177, 0.6673], [1.2870, 2.1961, 0.9175], [0.1368, 3.2678, 0.1520], [-0.8082, 3.0547, 0.3685], [0.5704, 4.2863, 0.5723], [0.4278, 3.0818, -1.0050], [2.1446, 2.4752, 0.4436], [1.1179, 2.5849, 1.9945], [1.4916, -1.7588, 0.2059], [1.2883, 1.3448, -6.0740], [2.3257, 3.6301, -6.3827], [3.1906, 3.4738, -4.7227]],
  "nbo_charge": [-0.38, -0.21, -0.04, 0.14, 0.17, -0.45, 0.85, -0.54, -0.65, 0.23, 0.23, 0.18, -0.49, 0.22, 0.24, -0.18, -0.62, 0.87, -0.62, -0.58, 0.30, -0.59, 0.22, 0.20, 0.18, -0.59, 0.20, 0.24, 0.19, -0.61, 0.22, 0.20, 0.18, 0.43, 0.83, -0.57, -0.49, -0.13, -0.60, 0.19, 0.19, 0.23, 0.21, 0.21, 0.22, 0.19, 0.21, 0.19],
  "total_energy_ha": -1490.35363,
  "de_lowest_kcal_mol": 404.5,
  "gap_ev": 9.4
}

# 2
{
  "formula": "C15H25O4",
  "method": "wB97M-V/def2-TZVPD",
  "symbols": ["C", "O", "C", "O", "C", "C", "O", "O", "C", "H", "H", "H", "H", "H", "H", "H", "C", "C", "C", "C", "C", "C", "C", "C", "C", "C", "H", "H", "H", "H", "H", "H", "H", "H", "H", "H", "H", "H", "H", "H", "H", "H", "H", "H"],
  "xyz": [[-0.3210, -2.4786, -4.8780], [-0.4588, -1.6231, -3.7882], [-1.7729, -1.5183, -3.3981], [-2.6690, -2.1218, -3.9753], [-1.9817, -0.6577, -2.2800], [-3.2006, -0.3327, -1.6144], [-4.2966, -0.7708, -1.9400], [-3.0480, 0.5298, -0.5549], [-4.2691, 0.8033, 0.0552], [0.7402, -2.5238, -5.1404], [-0.6888, -3.4711, -4.6030], [-0.9058, -2.0888, -5.7161], [-1.0996, -0.1904, -1.8837], [-4.0825, 1.4872, 0.8884], [-4.9400, 1.2645, -0.6751], [-4.7065, -0.1311, 0.4186], [1.9340, -2.6063, 3.1857], [1.5756, -1.6956, 2.0058], [1.5100, -0.2180, 2.4517], [1.1979, 0.7402, 1.2961], [1.1892, 2.1759, 1.7011], [1.5243, 3.1927, 0.9102], [1.4356, 4.5887, 1.4271], [1.9787, 2.9729, -0.4903], [0.2896, -2.1318, 1.3567], [0.1906, -2.5047, 0.0953], [1.9996, -3.6514, 2.8786], [2.8854, -2.3255, 3.6414], [1.1693, -2.5424, 3.9608], [2.3691, -1.7763, 1.2412], [0.7535, -0.1161, 3.2397], [2.4573, 0.0699, 2.9255], [1.9272, 0.5882, 0.4903], [0.2268, 0.4798, 0.8538], [0.8460, 2.4094, 2.6939], [1.7359, 5.3109, 0.6646], [0.4145, 4.8298, 1.7324], [2.0867, 4.7282, 2.2929], [2.1702, 3.9249, -0.9911], [2.9038, 2.3925, -0.5132], [1.2210, 2.4356, -1.0659], [-0.5874, -2.1177, 1.9834], [-0.7487, -2.8052, -0.3288], [1.0452, -2.5250, -0.5543]],
  "nbo_charge": [-0.26, -0.50, 0.67, -0.53, -0.16, 0.67, -0.53, -0.49, -0.26, 0.19, 0.19, 0.19, 0.22, 0.20, 0.19, 0.19, -0.60, -0.26, -0.38, -0.44, -0.20, 0.02, -0.64, -0.66, -0.16, -0.41, 0.21, 0.21, 0.20, 0.20, 0.19, 0.21, 0.20, 0.22, 0.19, 0.21, 0.22, 0.22, 0.21, 0.22, 0.22, 0.19, 0.19, 0.19],
  "s2": 0.762,
  "total_energy_ha": -887.41719,
  "de_lowest_kcal_mol": 0.0,
  "gap_ev": [9.3, 6.3],
  "multiplicity": 2
}

# 3
{
  "formula": "C15H26BaN7O2S2",
  "method": "wB97M-V/def2-TZVPD",
  "symbols": ["Ba", "N", "C", "C", "N", "C", "C", "N", "C", "C", "N", "H", "H", "H", "H", "H", "H", "H", "H", "H", "H", "H", "H", "H", "H", "H", "H", "H", "H", "N", "C", "C", "C", "C", "C", "C", "S", "O", "O", "N", "C", "S", "C", "C", "N", "H", "H", "H", "H", "H", "H", "H", "H"],
  "xyz": [[0.4917, 0.0149, -0.5435], [0.4152, -2.7451, -0.7315], [-0.1054, -3.0612, 0.5999], [-1.5998, -2.7753, 0.6708], [-1.9765, -1.3569, 0.4585], [-3.0589, -1.2426, -0.5353], [-2.5960, -1.4145, -1.9708], [-1.7485, -0.2816, -2.3889], [-2.4022, -0.7332, 1.7235], [-1.2526, -0.4327, 2.6669], [-0.4126, 0.6499, 2.1183], [0.0543, -3.3762, -1.4373], [1.4325, -2.8046, -0.7624], [0.4441, -2.4481, 1.3206], [0.0596, -4.1039, 0.8893], [-1.9887, -3.1224, 1.6343], [-2.0945, -3.3883, -0.0877], [-3.5031, -0.2486, -0.4403], [-3.8611, -1.9623, -0.3226], [-3.4784, -1.5256, -2.6066], [-2.0087, -2.3270, -2.0751], [-2.3365, 0.5271, -2.5679], [-1.3066, -0.4945, -3.2790], [-3.1463, -1.3607, 2.2331], [-2.8974, 0.2113, 1.4855], [-0.6291, -1.3158, 2.8109], [-1.6577, -0.1773, 3.6494], [0.4998, 0.6439, 2.5641], [-0.8319, 1.5459, 2.3454], [8.7456, -0.3784, -3.9666], [7.4797, -0.3267, -3.4436], [6.9782, 0.8623, -2.9010], [5.6858, 0.9239, -2.4205], [4.8764, -0.2036, -2.4738], [5.3615, -1.3964, -3.0069], [6.6482, -1.4577, -3.4883], [3.2527, -0.1502, -1.8504], [3.0180, 1.2060, -1.3298], [2.2904, -0.5512, -2.8685], [3.0528, -1.2149, -0.6892], [3.4375, -0.8652, 0.5818], [5.0801, -0.7899, 1.1256], [4.5280, -0.3836, 2.7001], [3.1798, -0.3464, 2.7235], [2.5535, -0.6190, 1.5220], [9.3923, 0.3519, -3.7259], [9.1595, -1.2790, -4.1307], [7.6075, 1.7427, -2.8647], [5.2968, 1.8410, -2.0008], [4.7240, -2.2708, -3.0418], [7.0288, -2.3788, -3.9117], [5.2239, -0.2047, 3.5024], [2.5831, -0.1359, 3.5996]],
  "nbo_charge": [1.83, -0.92, -0.25, -0.24, -0.51, -0.23, -0.23, -0.90, -0.23, -0.24, -0.90, 0.38, 0.42, 0.20, 0.20, 0.21, 0.20, 0.20, 0.20, 0.20, 0.20, 0.37, 0.39, 0.19, 0.20, 0.20, 0.20, 0.39, 0.38, -0.78, 0.21, -0.27, -0.16, -0.37, -0.17, -0.26, 2.28, -1.03, -1.00, -1.06, 0.22, 0.43, -0.44, -0.06, -0.60, 0.39, 0.39, 0.22, 0.25, 0.23, 0.22, 0.25, 0.20],
  "total_energy_ha": -1942.75519,
  "charge": 1,
  "gap_ev": 7.8
}

# 4
{
  "formula": "C15H26Cl4N3S2",
  "method": "wB97M-V/def2-TZVPD",
  "symbols": ["S", "C", "S", "C", "C", "C", "C", "C", "C", "N", "C", "N", "C", "C", "N", "C", "H", "H", "H", "H", "H", "H", "H", "H", "H", "H", "H", "H", "H", "H", "H", "H", "H", "H", "Cl", "C", "C", "Cl", "H", "H", "H", "H", "Cl", "C", "C", "Cl", "H", "H", "H", "H"],
  "xyz": [[-0.9900, -1.2412, 2.1820], [0.3081, -0.9359, 1.1469], [0.0214, 0.1627, -0.3034], [0.5410, -0.6586, -1.8839], [2.1196, -0.9263, -2.0373], [2.8612, 0.0354, -3.1015], [3.5320, 1.3230, -2.4110], [3.9246, 2.4074, -3.5826], [2.7811, 3.5219, -3.2911], [2.9294, 3.6264, -1.7827], [2.6714, 2.1784, -1.3485], [1.6412, -1.5001, 1.4129], [2.7823, -0.6362, 1.6153], [3.9248, -1.6814, 1.7996], [3.3516, -3.0161, 1.7204], [1.9441, -2.9122, 1.4962], [-0.0384, -1.6417, -1.9696], [0.2370, 0.0134, -2.7737], [2.7102, -0.8959, -1.0616], [2.2218, -1.9953, -2.4663], [2.1798, 0.3080, -3.9922], [3.7355, -0.5868, -3.5281], [4.5078, 1.1230, -1.8420], [4.9092, 2.9707, -3.4345], [3.9836, 1.9524, -4.6232], [1.8095, 3.0124, -3.6525], [2.8013, 4.5012, -3.8695], [2.2509, 4.2614, -1.3239], [3.9338, 3.7497, -1.5783], [1.5934, 2.0437, -1.7242], [2.8784, 2.0797, -0.2359], [2.8797, 0.4924, 1.6015], [5.0102, -1.3751, 1.9589], [1.1575, -3.7305, 1.3873], [-5.1336, -2.2889, 4.1221], [-4.0322, -3.1720, 3.0364], [-4.7780, -3.9224, 1.9515], [-5.7105, -5.2926, 2.6024], [-3.4236, -3.8434, 3.6446], [-3.3721, -2.4279, 2.5855], [-4.0675, -4.3362, 1.2329], [-5.4663, -3.2691, 1.4125], [-6.7862, 0.2276, 1.2532], [-6.2765, 0.9314, 2.8086], [-5.6023, 2.2772, 2.6340], [-4.0133, 2.1343, 1.8390], [-5.6210, 0.2149, 3.3049], [-7.1782, 1.0445, 3.4140], [-5.4275, 2.7326, 3.6106], [-6.2159, 2.9604, 2.0446]],
  "nbo_charge": [0.14, -0.10, 0.23, -0.55, -0.44, -0.42, -0.24, -0.42, -0.26, -0.53, -0.24, -0.46, -0.15, -0.07, -0.43, 0.16, 0.25, 0.24, 0.24, 0.24, 0.22, 0.25, 0.24, 0.22, 0.27, 0.24, 0.26, 0.46, 0.44, 0.23, 0.26, 0.24, 0.24, 0.25, -0.06, -0.39, -0.39, -0.05, 0.23, 0.22, 0.22, 0.23, -0.06, -0.40, -0.38, -0.08, 0.24, 0.23, 0.23, 0.23],
  "total_energy_ha": -3388.14825,
  "charge": 1,
  "gap_ev": 7.6
}

Copy entry 1 word for word.
{
  "formula": "C15H25NO6S",
  "method": "wB97M-V/def2-TZVPD",
  "symbols": ["C", "C", "C", "H", "H", "O", "C", "O", "C", "H", "H", "S", "C", "H", "H", "C", "N", "C", "O", "O", "C", "C", "H", "H", "H", "C", "H", "H", "H", "C", "H", "H", "H", "H", "C", "O", "O", "C", "C", "H", "H", "H", "H", "H", "H", "H", "H", "H"],
  "xyz": [[2.5659, 2.9310, -5.5917], [1.9510, 1.7245, -5.3656], [2.1870, 0.7643, -4.2383], [2.7754, 1.4572, -3.4784], [2.7795, 0.2186, -4.5501], [1.1770, 0.4054, -3.7747], [0.5387, 1.2272, -3.0653], [0.4179, 2.3652, -2.9682], [-0.9671, 0.5053, -2.5598], [-1.0572, 0.8727, -1.4187], [-1.7792, 0.5926, -3.2276], [-0.9712, -1.3479, -2.6420], [0.5922, -1.5960, -1.5348], [0.6419, -2.9685, -1.6250], [1.3899, -1.3651, -2.2362], [0.8962, -1.2228, -0.2253], [-0.3806, -1.3127, 0.6633], [-0.3342, -1.6246, 1.8922], [0.4590, -1.9702, 2.5276], [-1.5819, -1.7090, 2.3336], [-2.0040, -1.8426, 3.7088], [-1.0881, -0.9481, 4.5130], [-0.1429, -1.0518, 4.4774], [-1.3852, 0.0606, 4.2835], [-1.7737, -1.0526, 5.5466], [-3.5014, -1.8289, 3.9516], [-3.7366, -0.6333, 3.7028], [-4.0290, -2.6395, 3.1895], [-3.6212, -1.9529, 4.8881], [-1.4148, -3.3193, 4.1869], [-0.4786, -3.4688, 3.9654], [-1.8449, -3.4484, 5.1172], [-1.9557, -4.0922, 3.4827], [-1.3204, -1.0810, 0.1434], [1.2767, 0.2947, -0.2145], [2.0998, 0.4028, -0.9945], [0.4475, 1.0177, 0.6673], [1.2870, 2.1961, 0.9175], [0.1368, 3.2678, 0.1520], [-0.8082, 3.0547, 0.3685], [0.5704, 4.2863, 0.5723], [0.4278, 3.0818, -1.0050], [2.1446, 2.4752, 0.4436], [1.1179, 2.5849, 1.9945], [1.4916, -1.7588, 0.2059], [1.2883, 1.3448, -6.0740], [2.3257, 3.6301, -6.3827], [3.1906, 3.4738, -4.7227]],
  "nbo_charge": [-0.38, -0.21, -0.04, 0.14, 0.17, -0.45, 0.85, -0.54, -0.65, 0.23, 0.23, 0.18, -0.49, 0.22, 0.24, -0.18, -0.62, 0.87, -0.62, -0.58, 0.30, -0.59, 0.22, 0.20, 0.18, -0.59, 0.20, 0.24, 0.19, -0.61, 0.22, 0.20, 0.18, 0.43, 0.83, -0.57, -0.49, -0.13, -0.60, 0.19, 0.19, 0.23, 0.21, 0.21, 0.22, 0.19, 0.21, 0.19],
  "total_energy_ha": -1490.35363,
  "de_lowest_kcal_mol": 404.5,
  "gap_ev": 9.4
}

Repeat the first record exactly.
{
  "formula": "C15H25NO6S",
  "method": "wB97M-V/def2-TZVPD",
  "symbols": ["C", "C", "C", "H", "H", "O", "C", "O", "C", "H", "H", "S", "C", "H", "H", "C", "N", "C", "O", "O", "C", "C", "H", "H", "H", "C", "H", "H", "H", "C", "H", "H", "H", "H", "C", "O", "O", "C", "C", "H", "H", "H", "H", "H", "H", "H", "H", "H"],
  "xyz": [[2.5659, 2.9310, -5.5917], [1.9510, 1.7245, -5.3656], [2.1870, 0.7643, -4.2383], [2.7754, 1.4572, -3.4784], [2.7795, 0.2186, -4.5501], [1.1770, 0.4054, -3.7747], [0.5387, 1.2272, -3.0653], [0.4179, 2.3652, -2.9682], [-0.9671, 0.5053, -2.5598], [-1.0572, 0.8727, -1.4187], [-1.7792, 0.5926, -3.2276], [-0.9712, -1.3479, -2.6420], [0.5922, -1.5960, -1.5348], [0.6419, -2.9685, -1.6250], [1.3899, -1.3651, -2.2362], [0.8962, -1.2228, -0.2253], [-0.3806, -1.3127, 0.6633], [-0.3342, -1.6246, 1.8922], [0.4590, -1.9702, 2.5276], [-1.5819, -1.7090, 2.3336], [-2.0040, -1.8426, 3.7088], [-1.0881, -0.9481, 4.5130], [-0.1429, -1.0518, 4.4774], [-1.3852, 0.0606, 4.2835], [-1.7737, -1.0526, 5.5466], [-3.5014, -1.8289, 3.9516], [-3.7366, -0.6333, 3.7028], [-4.0290, -2.6395, 3.1895], [-3.6212, -1.9529, 4.8881], [-1.4148, -3.3193, 4.1869], [-0.4786, -3.4688, 3.9654], [-1.8449, -3.4484, 5.1172], [-1.9557, -4.0922, 3.4827], [-1.3204, -1.0810, 0.1434], [1.2767, 0.2947, -0.2145], [2.0998, 0.4028, -0.9945], [0.4475, 1.0177, 0.6673], [1.2870, 2.1961, 0.9175], [0.1368, 3.2678, 0.1520], [-0.8082, 3.0547, 0.3685], [0.5704, 4.2863, 0.5723], [0.4278, 3.0818, -1.0050], [2.1446, 2.4752, 0.4436], [1.1179, 2.5849, 1.9945], [1.4916, -1.7588, 0.2059], [1.2883, 1.3448, -6.0740], [2.3257, 3.6301, -6.3827], [3.1906, 3.4738, -4.7227]],
  "nbo_charge": [-0.38, -0.21, -0.04, 0.14, 0.17, -0.45, 0.85, -0.54, -0.65, 0.23, 0.23, 0.18, -0.49, 0.22, 0.24, -0.18, -0.62, 0.87, -0.62, -0.58, 0.30, -0.59, 0.22, 0.20, 0.18, -0.59, 0.20, 0.24, 0.19, -0.61, 0.22, 0.20, 0.18, 0.43, 0.83, -0.57, -0.49, -0.13, -0.60, 0.19, 0.19, 0.23, 0.21, 0.21, 0.22, 0.19, 0.21, 0.19],
  "total_energy_ha": -1490.35363,
  "de_lowest_kcal_mol": 404.5,
  "gap_ev": 9.4
}